Entry from the Open Molecules 2025 dataset: a single C20H23BrN2O3S molecule (the ωB97M-V functional and the def2-TZVPD basis).

```
50
Properties=species:S:1:pos:R:3:forces:R:3:nbo_charge:R:1
C -0.400 -1.893 -6.290 -1.747 3.687 2.005 -0.377
C -1.027 -0.929 -5.478 3.245 -3.417 -3.032 -0.194
C -2.114 -1.323 -4.585 -2.153 0.466 1.405 -0.273
N -1.692 -1.229 -3.125 -0.263 -0.690 -0.661 -0.611
C -2.255 -0.537 -2.099 -0.184 0.393 1.582 0.277
S -3.242 0.737 -2.328 -1.410 1.316 -0.970 -0.265
N -1.946 -0.829 -0.763 1.174 0.177 -0.458 -0.433
C -2.529 -0.149 0.436 0.945 -0.079 -0.135 -0.214
C -1.832 1.107 1.095 -1.169 0.479 -1.300 -0.412
C -0.278 1.072 1.008 -0.801 -0.353 1.093 -0.128
C 0.086 1.613 -0.412 3.563 0.749 0.657 -0.207
C 1.256 2.392 -0.488 -1.938 -0.717 -1.138 -0.175
C 2.115 2.795 0.692 -0.398 1.065 0.434 0.054
O 2.818 4.078 0.413 -0.084 -1.126 -0.931 -0.758
C 1.168 3.085 1.837 -0.170 -1.031 0.225 -0.424
C 0.360 1.842 2.255 0.451 2.153 -1.944 0.124
O 1.246 1.027 2.962 0.571 -2.414 0.106 -0.513
C 1.199 -0.273 2.389 -2.183 2.303 0.755 0.271
C 1.728 -1.426 2.909 -0.437 1.842 -0.264 0.240
O 2.416 -1.601 3.979 2.036 -0.505 4.037 -0.481
C 2.181 -0.707 5.094 3.756 -0.286 -0.819 -0.249
C 1.575 -2.551 2.230 -0.700 -3.713 -2.454 -0.274
C 0.759 -2.685 1.147 -0.715 1.109 -1.516 -0.020
Br 0.980 -4.369 0.068 -0.537 1.552 0.975 0.006
C -0.002 -1.546 0.725 0.715 -0.771 -0.450 0.006
C 0.235 -0.321 1.394 0.598 -1.309 -1.898 -0.086
C -0.738 -1.662 -0.588 -1.526 0.278 0.949 -0.270
H 0.438 -1.650 -6.947 -0.355 -0.179 0.241 0.207
H -0.904 -2.815 -6.311 -0.025 -1.452 -0.250 0.183
H -0.528 0.019 -5.524 -0.442 0.728 0.625 0.215
H -3.039 -0.753 -4.776 0.652 0.709 0.680 0.254
H -2.593 -2.307 -4.817 1.313 0.085 0.368 0.212
H -1.015 -1.926 -2.888 0.126 -0.363 0.005 0.394
H -2.611 -0.906 1.211 0.209 -0.340 -0.031 0.200
H -3.520 0.114 0.175 -0.940 0.350 -0.277 0.245
H -2.345 1.250 2.099 1.136 -0.431 -0.860 0.223
H -2.150 2.011 0.502 0.209 -0.765 0.505 0.229
H -0.486 1.238 -1.318 0.686 0.899 1.351 0.250
H 1.605 2.881 -1.422 -0.504 -0.685 0.392 0.230
H 2.820 1.943 0.936 -0.423 1.160 -0.125 0.194
H 3.055 4.684 1.145 -0.613 -1.309 -0.086 0.485
H 1.823 3.443 2.627 -0.478 0.044 0.661 0.213
H 0.395 3.810 1.592 0.449 0.516 -0.402 0.217
H -0.447 2.259 2.846 -0.230 -0.622 0.700 0.185
H 2.637 -1.127 6.039 -0.354 0.301 -1.364 0.200
H 2.749 0.157 4.698 -0.780 0.365 1.392 0.203
H 1.167 -0.587 5.221 -2.288 0.691 0.285 0.183
H 2.073 -3.449 2.525 0.455 -0.197 0.592 0.240
H -0.081 -1.331 -1.365 0.874 -0.290 -0.507 0.206
H -1.107 -2.676 -0.721 0.683 -0.373 -0.149 0.219
```
Positions in Å, forces in eV/Å.

- M: 451.4 u
- Maximum force: 5.6 eV/Å
- HOMO-LUMO gap: 8.46 eV
- Energy relative to the best compared isomer or geometry (same formula, charge and spin): 3.878 eV
- SMILES: C=CCNC(=S)N1CC[C@@]23C=C[C@@H](O)C[C@@H]2Oc2c(OC)cc(Br)c(c23)C1

---

Entry from the Open Molecules 2025 dataset: a single C20H23BrN2O4 molecule (the ωB97M-V functional and the def2-TZVPD basis).

```
50
Properties=species:S:1:pos:R:3:forces:R:3:nbo_charge:R:1
C -5.544 0.479 0.135 0.273 -0.330 -0.097 -0.636
C -5.206 -0.925 -0.341 -0.425 0.248 -0.271 -0.076
O -3.900 -1.324 0.090 0.047 -0.183 0.300 -0.504
C -2.870 -0.968 -0.671 0.312 -0.011 0.012 0.794
O -2.946 -0.327 -1.686 -0.088 -0.062 -0.082 -0.614
C -1.561 -1.531 -0.129 -0.110 -0.009 -0.165 -0.325
N -0.397 -0.777 -0.552 -0.154 -0.012 -0.148 -0.635
C -0.043 0.349 0.325 -0.028 0.034 0.066 -0.085
C -1.129 1.403 0.331 -0.047 -0.042 0.180 -0.063
C -1.439 2.093 -0.837 -0.030 0.049 0.110 -0.138
C -2.464 3.019 -0.852 0.076 -0.015 -0.107 -0.222
C -3.193 3.267 0.300 -0.030 0.057 0.135 -0.214
C -2.894 2.583 1.465 -0.143 0.135 0.032 -0.211
C -1.869 1.652 1.478 0.128 -0.060 -0.084 -0.213
C 1.328 0.907 -0.034 0.051 -0.109 -0.010 -0.076
C 1.538 2.276 0.010 0.224 0.138 -0.064 -0.165
C 2.787 2.809 -0.253 0.029 0.208 0.038 -0.117
Br 3.020 4.699 -0.185 -0.009 -0.151 -0.009 0.039
C 3.858 1.993 -0.559 -0.201 0.140 0.069 -0.218
C 3.668 0.626 -0.587 0.037 -0.048 -0.047 -0.228
C 2.421 0.063 -0.318 0.320 0.376 -0.028 0.179
N 2.203 -1.308 -0.334 -0.271 -0.186 0.137 -0.653
C 3.032 -2.387 -0.320 -0.022 0.067 0.026 0.899
O 2.591 -3.510 -0.369 0.070 -0.401 -0.005 -0.649
O 4.342 -2.091 -0.239 -0.236 0.316 0.027 -0.525
C 5.231 -3.205 -0.152 0.183 -0.538 0.069 -0.068
C 5.325 -3.739 1.269 -0.161 0.242 -0.300 -0.636
H -6.561 0.724 -0.154 -0.139 0.042 -0.023 0.217
H -4.864 1.198 -0.315 -0.005 0.045 -0.015 0.228
H -5.454 0.541 1.217 -0.027 0.042 0.106 0.211
H -5.245 -0.976 -1.434 -0.035 -0.074 0.178 0.199
H -5.883 -1.664 0.092 0.102 0.055 -0.086 0.190
H -1.469 -2.550 -0.526 -0.140 0.060 0.149 0.236
H -1.609 -1.594 0.959 0.026 -0.033 -0.063 0.223
H -0.561 -0.439 -1.498 0.055 -0.028 0.057 0.390
H 0.043 -0.073 1.338 -0.074 0.037 -0.123 0.210
H -0.871 1.906 -1.737 0.039 -0.017 -0.105 0.209
H -2.695 3.548 -1.764 -0.023 0.048 -0.084 0.218
H -3.994 3.992 0.289 -0.066 0.062 0.000 0.217
H -3.460 2.771 2.365 -0.052 0.021 0.073 0.215
H -1.638 1.120 2.391 0.043 -0.063 0.084 0.212
H 0.724 2.939 0.258 0.000 0.028 -0.005 0.229
H 4.829 2.415 -0.770 0.070 0.028 -0.019 0.228
H 4.498 -0.018 -0.817 0.021 0.005 -0.027 0.242
H 1.202 -1.539 -0.392 0.300 -0.108 -0.092 0.451
H 6.194 -2.820 -0.493 -0.130 -0.045 0.001 0.186
H 4.882 -3.991 -0.829 0.121 0.162 0.055 0.202
H 6.062 -4.537 1.310 0.092 -0.098 0.036 0.215
H 5.620 -2.945 1.952 0.063 0.034 0.078 0.209
H 4.360 -4.134 1.579 -0.034 -0.056 0.045 0.225
```
Positions in Å, forces in eV/Å.

- M: 435.3 u
- Maximum force: 0.6 eV/Å
- HOMO-LUMO gap: 8.85 eV
- Energy relative to the best compared isomer or geometry (same formula, charge and spin): 0.195 eV
- SMILES: CCOC(=O)CN[C@H](c1ccccc1)c1cc(Br)ccc1NC(=O)OCC

---

Entry from the Open Molecules 2025 dataset: a single C20H23ClN2O4 molecule (the ωB97M-V functional and the def2-TZVPD basis).

```
50
Properties=species:S:1:pos:R:3:forces:R:3:nbo_charge:R:1
C -3.554 -2.996 1.187 -0.128 -0.226 0.034 -0.249
O -2.640 -1.927 1.123 0.188 0.498 -0.078 -0.519
C -3.076 -0.726 0.619 0.044 0.097 -0.056 0.272
C -4.360 -0.467 0.174 0.158 -0.206 0.121 -0.278
C -4.691 0.783 -0.329 0.107 0.231 -0.055 -0.228
C -3.728 1.772 -0.386 -0.082 -0.400 0.121 -0.064
Cl -4.135 3.328 -1.013 -0.060 0.244 -0.100 0.010
C -2.434 1.540 0.058 -0.007 0.039 -0.024 -0.199
C -2.104 0.294 0.563 -0.206 -0.054 -0.089 0.109
N -0.832 -0.034 1.035 -0.336 -0.402 0.311 -0.612
C 0.341 0.635 0.862 0.186 -0.381 0.398 0.675
O 0.449 1.714 0.330 0.052 0.233 -0.183 -0.595
C 1.556 -0.144 1.388 -0.035 0.358 0.012 -0.311
N 2.312 -0.701 0.286 0.062 -0.152 0.107 -0.424
C 3.166 0.041 -0.480 0.045 -0.296 0.173 0.646
O 3.622 -0.403 -1.524 -0.033 0.213 -0.085 -0.619
C 3.574 1.393 -0.063 0.612 0.756 -1.055 0.161
C 4.104 2.339 -0.905 -0.364 -0.723 0.401 -0.230
C 4.389 3.468 -0.111 -0.112 -0.020 0.554 -0.316
C 4.028 3.130 1.157 0.304 0.641 -0.394 0.113
O 3.538 1.883 1.199 -0.148 -0.356 0.260 -0.404
C 1.917 -1.988 -0.289 -0.079 -0.153 -0.147 -0.054
C 1.557 -3.048 0.749 0.300 -0.019 -0.156 -0.401
C 1.357 -4.388 0.043 -0.314 0.060 0.142 -0.394
C 0.239 -4.276 -0.990 0.275 -0.121 -0.199 -0.396
C 0.564 -3.192 -2.013 -0.285 0.078 0.154 -0.397
C 0.790 -1.852 -1.318 0.299 -0.084 -0.210 -0.412
H -3.922 -3.267 0.194 0.008 0.027 0.030 0.182
H -4.399 -2.761 1.841 0.024 0.009 -0.033 0.182
H -2.997 -3.833 1.606 -0.090 0.028 -0.040 0.202
H -5.120 -1.231 0.207 -0.044 -0.104 0.021 0.225
H -5.693 0.977 -0.675 -0.088 0.045 -0.041 0.229
H -1.683 2.309 0.004 0.012 0.031 0.001 0.262
H -0.802 -0.955 1.453 0.186 0.168 -0.063 0.420
H 1.255 -0.947 2.060 0.042 0.044 -0.034 0.206
H 2.187 0.549 1.943 -0.271 -0.173 -0.010 0.260
H 4.255 2.221 -1.958 0.015 -0.111 -0.201 0.244
H 4.805 4.400 -0.436 0.077 0.218 0.010 0.231
H 4.071 3.668 2.084 -0.039 -0.024 0.155 0.203
H 2.810 -2.328 -0.828 -0.193 -0.019 0.108 0.239
H 2.350 -3.129 1.495 -0.029 0.058 0.089 0.215
H 0.622 -2.797 1.257 -0.052 0.032 0.111 0.178
H 1.112 -5.157 0.778 0.078 -0.029 -0.011 0.207
H 2.283 -4.681 -0.454 0.072 -0.057 0.003 0.200
H 0.103 -5.235 -1.494 -0.085 -0.029 0.023 0.209
H -0.698 -4.027 -0.484 -0.097 -0.011 0.035 0.188
H -0.251 -3.100 -2.732 0.052 -0.015 -0.078 0.210
H 1.466 -3.468 -2.562 0.044 -0.026 -0.091 0.200
H 1.069 -1.093 -2.050 -0.026 0.058 0.026 0.231
H -0.135 -1.536 -0.834 -0.038 0.025 0.031 0.192
```
Positions in Å, forces in eV/Å.

- M: 390.9 u
- Maximum force: 1.4 eV/Å
- HOMO-LUMO gap: 8.92 eV
- Energy relative to the best compared isomer or geometry (same formula, charge and spin): 1.033 eV
- SMILES: COc1ccc(Cl)cc1NC(=O)CN(C(=O)c1ccco1)C1CCCCC1

---

Number 1: LUMO energy 0.488 eV. Number 2: LUMO energy 0.701 eV. Number 3: LUMO energy 0.486 eV.